No. 1
Entry from the Open Molecules 2025 dataset: a cluster of 3 separate species, C28H54BFN3O9S2 in total (wB97M-V/def2-TZVPD).

Last columns: bonded neighbours and bond lengths (Å).
Element x y z (Å)
1 C -3.076 2.820 1.688  C2 1.540, H33 1.092, H34 1.090, H35 1.092
2 C -3.401 2.041 0.399  C1 1.540, C3 1.532, H36 1.091, H37 1.097
3 C -4.221 0.775 0.664  C2 1.532, C4 1.535, H38 1.093, H39 1.095
4 C -4.617 0.045 -0.627  C3 1.535, N5 1.475, H40 1.096, H41 1.093
5 N -4.121 -1.343 -0.663  C4 1.475, C6 1.482, C27 1.426
6 C -4.875 -2.260 0.225  N5 1.482, C7 1.534, H42 1.090, H43 1.095
7 C -4.075 -2.672 1.468  C6 1.534, C8 1.536, H44 1.093, H45 1.092
8 C -2.611 -3.017 1.159  C7 1.536, C9 1.545, H46 1.090, H47 1.092
9 C -1.621 -2.184 2.004  C8 1.545, C10 1.498, H48 1.091, H49 1.089
10 C -0.371 -1.880 1.237  C9 1.498, C11 1.366, N22 1.395
11 C -0.283 -1.318 -0.004  C10 1.366, N12 1.380, H50 1.080
12 N 1.051 -1.233 -0.348  C11 1.380, C13 1.470, C20 1.315
13 C 1.570 -0.703 -1.618  N12 1.470, C14 1.520, H51 1.091, H52 1.092
14 C 1.559 0.816 -1.633  C13 1.520, C15 1.540, H53 1.094, H54 1.093
15 C 2.534 1.459 -0.629  C14 1.540, C16 1.532, H55 1.096, H56 1.095
16 C 3.287 2.659 -1.210  C15 1.532, C17 1.537, H57 1.092, H58 1.096
17 C 2.405 3.780 -1.784  C16 1.537, O18 1.412, H59 1.098, H60 1.091
18 O 2.415 4.930 -0.964  C17 1.412, C19 1.410
19 C 1.350 5.001 -0.042  O18 1.410, H61 1.086, H62 1.095, H63 1.099
20 C 1.734 -1.728 0.660  N12 1.315, F21 1.316, N22 1.330
21 F 3.044 -1.839 0.702  C20 1.316
22 N 0.938 -2.136 1.645  C10 1.395, C20 1.330, C23 1.466
23 C 1.417 -2.757 2.884  N22 1.466, B24 1.612, H64 1.091, H65 1.089
24 B 2.174 -4.151 2.594  C23 1.612, O25 1.389, O26 1.366
25 O 1.490 -5.082 1.823  B24 1.389, H66 0.966
26 O 3.416 -4.405 3.101  B24 1.366, H67 0.963
27 C -4.044 -1.797 -2.013  N5 1.426, S28 1.613, S29 1.796
28 S -5.303 -2.180 -2.945  C27 1.613
29 S -2.365 -1.953 -2.632  C27 1.796, C30 1.811
30 C -2.421 -0.906 -4.109  S29 1.811, C31 1.528, H68 1.092, H69 1.094
31 C -2.568 0.592 -3.844  C30 1.528, C32 1.542, H70 1.094, H71 1.092
32 C -1.914 1.465 -4.934  C31 1.542, H72 1.091, H73 1.090, H74 1.092
33 H -2.022 2.731 1.958  C1 1.092
34 H -3.305 3.882 1.591  C1 1.090
35 H -3.661 2.446 2.531  C1 1.092
36 H -3.917 2.679 -0.321  C2 1.091
37 H -2.456 1.708 -0.047  C2 1.097
38 H -5.099 1.008 1.271  C3 1.093
39 H -3.595 0.096 1.253  C3 1.095
40 H -5.702 0.055 -0.782  C4 1.096
41 H -4.167 0.568 -1.475  C4 1.093
42 H -5.175 -3.141 -0.342  C6 1.090
43 H -5.802 -1.781 0.556  C6 1.095
44 H -4.585 -3.533 1.909  C7 1.093
45 H -4.131 -1.874 2.211  C7 1.092
46 H -2.411 -2.852 0.101  C8 1.090
47 H -2.418 -4.074 1.354  C8 1.092
48 H -2.076 -1.224 2.255  C9 1.091
49 H -1.384 -2.721 2.921  C9 1.089
50 H -1.096 -1.002 -0.642  C11 1.080
51 H 2.563 -1.121 -1.788  C13 1.091
52 H 0.918 -1.099 -2.399  C13 1.092
53 H 1.822 1.122 -2.650  C14 1.094
54 H 0.540 1.168 -1.449  C14 1.093
55 H 3.269 0.719 -0.294  C15 1.096
56 H 1.981 1.794 0.254  C15 1.095
57 H 3.923 3.112 -0.446  C16 1.092
58 H 3.965 2.299 -1.992  C16 1.096
59 H 1.368 3.449 -1.927  C17 1.098
60 H 2.777 4.091 -2.762  C17 1.091
61 H 1.579 5.798 0.659  C19 1.086
62 H 0.395 5.194 -0.543  C19 1.095
63 H 1.261 4.070 0.536  C19 1.099
64 H 0.533 -2.988 3.480  C23 1.091
65 H 2.028 -2.043 3.434  C23 1.089
66 H 1.597 -4.864 0.888  O25 0.966
67 H 4.115 -4.296 2.448  O26 0.963
68 H -3.221 -1.288 -4.748  C30 1.092
69 H -1.483 -1.121 -4.628  C30 1.094
70 H -2.126 0.821 -2.870  C31 1.094
71 H -3.628 0.844 -3.769  C31 1.092
72 H -1.211 2.178 -4.499  C32 1.091
73 H -2.651 2.038 -5.497  C32 1.090
74 H -1.349 0.861 -5.648  C32 1.092
75 C 0.804 9.605 5.214  O76 1.433, H81 1.085, H82 1.088, H83 1.088
76 O 1.365 8.437 4.599  C75 1.433, C77 1.331
77 C 2.126 8.693 3.538  O76 1.331, O78 1.201, O79 1.336
78 O 2.358 9.778 3.078  C77 1.201
79 O 2.589 7.533 3.066  C77 1.336, C80 1.430
80 C 3.430 7.665 1.916  O79 1.430, H84 1.088, H85 1.089, H86 1.087
81 H 0.218 9.240 6.052  C75 1.085
82 H 1.592 10.267 5.565  C75 1.088
83 H 0.166 10.136 4.511  C75 1.088
84 H 4.314 8.256 2.146  C80 1.088
85 H 2.886 8.120 1.091  C80 1.089
86 H 3.729 6.656 1.644  C80 1.087
87 C 2.330 -9.278 -3.053  O88 1.433, H93 1.085, H94 1.088, H95 1.088
88 O 2.942 -9.399 -1.763  C87 1.433, C89 1.324
89 C 3.318 -8.253 -1.215  O88 1.324, O90 1.207, O91 1.334
90 O 3.180 -7.154 -1.696  C89 1.207
91 O 3.869 -8.510 -0.028  C89 1.334, C92 1.426
92 C 4.354 -7.347 0.638  O91 1.426, H96 1.089, H97 1.089, H98 1.086
93 H 2.088 -10.291 -3.355  C87 1.085
94 H 1.425 -8.677 -2.990  C87 1.088
95 H 3.022 -8.829 -3.763  C87 1.088
96 H 3.538 -6.647 0.812  C92 1.089
97 H 5.142 -6.873 0.055  C92 1.089
98 H 4.754 -7.676 1.592  C92 1.086

## Properties
spin multiplicity	1
net charge	+1
total energy	-2861.63341	a.u.
E_LUMO	-2.78	eV
orbital gap	0.2990	Eh

=====

No. 2
Entry from the Open Molecules 2025 dataset: a cluster of 3 separate species, C20H42NO5P in total (wB97M-V/def2-TZVPD).

Last columns: bonded neighbours and bond lengths (Å).
Element x y z (Å)
1 C -2.288 -0.191 2.790  C2 1.539, H20 1.093, H21 1.091, H22 1.097
2 C -1.347 -0.967 1.852  C1 1.539, P3 1.831, H23 1.100, H24 1.095
3 P -2.318 -1.916 0.623  C2 1.831, C4 1.831, N5 1.781
4 C -2.798 -0.535 -0.479  P3 1.831, H25 1.096, H26 1.094, H27 1.093
5 N -1.018 -2.594 -0.390  P3 1.781, C6 1.414, H28 1.018
6 C -0.010 -3.267 0.339  N5 1.414, O7 1.179, O8 1.353
7 O -0.205 -4.017 1.227  C6 1.179
8 O 1.239 -3.017 -0.118  C6 1.353, C9 1.440
9 C 2.241 -2.791 0.891  O8 1.440, C10 1.527, H29 1.093, H30 1.096
10 C 2.383 -1.315 1.252  C9 1.527, C11 1.552, H31 1.095, H32 1.090
11 C 3.766 -1.025 1.893  C10 1.552, C12 1.538, H33 1.098, H34 1.093
12 C 3.616 -0.257 3.218  C11 1.538, C13 1.540, H35 1.099, H36 1.098
13 C 2.800 1.045 3.122  C12 1.540, C14 1.550, H37 1.096, H38 1.096
14 C 3.268 2.018 2.010  C13 1.550, C15 1.550, H39 1.091, H40 1.096
15 C 2.141 2.759 1.248  C14 1.550, C16 1.550, H41 1.099, H42 1.095
16 C 2.112 2.467 -0.274  C15 1.550, C17 1.528, H43 1.097, H44 1.095
17 C 0.784 1.946 -0.820  C16 1.528, O18 1.419, H45 1.100, H46 1.100
18 O 0.709 2.232 -2.208  C17 1.419, C19 1.418
19 C 0.383 1.106 -3.006  O18 1.418, H47 1.097, H48 1.092, H49 1.096
20 H -2.623 -0.812 3.625  C1 1.093
21 H -3.134 0.243 2.255  C1 1.091
22 H -1.729 0.644 3.229  C1 1.097
23 H -0.691 -0.255 1.331  C2 1.100
24 H -0.688 -1.642 2.408  C2 1.095
25 H -1.899 0.001 -0.805  C4 1.096
26 H -3.435 0.165 0.069  C4 1.094
27 H -3.301 -0.917 -1.371  C4 1.093
28 H -1.446 -3.235 -1.054  N5 1.018
29 H 2.033 -3.404 1.773  C9 1.093
30 H 3.192 -3.139 0.472  C9 1.096
31 H 2.193 -0.709 0.360  C10 1.095
32 H 1.628 -1.041 1.989  C10 1.090
33 H 4.241 -1.992 2.100  C11 1.098
34 H 4.396 -0.472 1.192  C11 1.093
35 H 3.133 -0.930 3.940  C12 1.099
36 H 4.607 -0.032 3.632  C12 1.098
37 H 1.731 0.832 3.007  C13 1.096
38 H 2.904 1.575 4.076  C13 1.096
39 H 3.916 1.515 1.290  C14 1.091
40 H 3.892 2.775 2.499  C14 1.096
41 H 1.164 2.545 1.703  C15 1.099
42 H 2.286 3.837 1.373  C15 1.095
43 H 2.907 1.753 -0.521  C16 1.097
44 H 2.338 3.380 -0.835  C16 1.095
45 H 0.715 0.860 -0.657  C17 1.100
46 H -0.062 2.415 -0.294  C17 1.100
47 H -0.618 0.725 -2.768  C19 1.097
48 H 0.380 1.414 -4.053  C19 1.092
49 H 1.117 0.299 -2.896  C19 1.096
50 C 1.294 -3.248 -3.770  C51 1.510, H54 1.088, H55 1.092, H56 1.092
51 C 0.935 -2.360 -4.936  C50 1.510, O52 1.209, C53 1.510
52 O 0.440 -1.270 -4.770  C51 1.209
53 C 1.223 -2.897 -6.318  C51 1.510, H57 1.091, H58 1.091, H59 1.087
54 H 1.040 -2.753 -2.835  C50 1.088
55 H 0.751 -4.193 -3.838  C50 1.092
56 H 2.363 -3.467 -3.782  C50 1.092
57 H 0.676 -3.827 -6.479  C53 1.091
58 H 2.290 -3.103 -6.424  C53 1.091
59 H 0.921 -2.166 -7.065  C53 1.087
60 C -4.750 3.399 0.113  C61 1.509, H64 1.088, H65 1.091, H66 1.091
61 C -5.370 2.616 1.244  C60 1.509, O62 1.210, C63 1.508
62 O -4.822 1.646 1.718  C61 1.210
63 C -6.704 3.098 1.757  C61 1.508, H67 1.091, H68 1.091, H69 1.087
64 H -3.797 2.954 -0.164  C60 1.088
65 H -5.414 3.396 -0.752  C60 1.091
66 H -4.589 4.434 0.419  C60 1.091
67 H -7.440 3.084 0.951  C63 1.091
68 H -6.615 4.122 2.123  C63 1.091
69 H -7.040 2.453 2.565  C63 1.087

## Properties
SMILES string	CCP(C)NC(=O)OCCCCCCCCCOC.CC(C)=O.CC(C)=O
spin multiplicity	1
total energy	-1559.52955	a.u.
E_LUMO	0.77	eV
orbital gap	0.3220	Eh